[1]
ORCA calculation (ωB97M-V/def2-TZVPD) on 2 unconnected molecules or ions with the total composition C4H11NO.

Values from the calculation:
Molar mass (g/mol): 89.14
SMILES string: C=C(C)NC.O
Energy relative to the best compared isomer or geometry (same formula, charge and spin) (eV): 1.758
Orbital gap (eV): 9.38

XYZ file:
```
17
Properties=species:S:1:pos:R:3:nbo_charge:R:1
C 0.764 -0.074 1.911 -0.536
C 0.140 1.021 1.436 0.208
C -0.994 1.646 2.237 -0.653
N 0.150 1.469 0.100 -0.602
C 1.328 0.992 -0.682 -0.428
H 0.972 -0.225 2.962 0.211
H 1.549 -0.490 1.282 0.190
H -0.814 2.643 2.625 0.211
H -1.189 0.979 3.076 0.224
H -1.860 1.757 1.579 0.224
H 0.270 2.481 0.111 0.361
H 1.383 1.471 -1.658 0.205
H 1.101 -0.054 -0.856 0.200
H 2.274 1.061 -0.138 0.185
O -1.097 -4.214 -3.921 -0.946
H -1.554 -3.976 -3.104 0.474
H -1.580 -3.880 -4.673 0.472
```

[2]
ORCA calculation (ωB97M-V/def2-TZVPD) on a molecular structure, C38H56FN5NaO3SbSi3.

Values from the calculation:
Molar mass (g/mol): 878.90
Orbital gap (eV): 3.71

XYZ file:
```
108
Properties=species:S:1:pos:R:3:nbo_charge:R:1
Na 1.228 -1.355 -2.848 0.890
C 5.741 -2.106 3.474 -0.620
C 5.321 -0.833 2.752 -0.202
N 4.207 -1.052 1.830 -0.372
C 4.473 -1.245 0.502 0.108
C 3.556 -1.472 -0.465 -0.311
C 4.068 -1.600 -1.912 0.778
O 5.291 -1.761 -2.021 -0.719
O 3.186 -1.515 -2.805 -0.816
C 2.169 -1.586 -0.082 0.583
O 1.230 -1.728 -0.852 -0.648
C 1.898 -1.484 1.369 -0.154
C 0.587 -1.597 1.801 -0.193
C 0.281 -1.352 3.107 0.311
F -1.016 -1.484 3.506 -0.354
C 1.248 -0.985 4.042 0.069
C 2.562 -0.915 3.621 -0.238
C 2.909 -1.166 2.288 0.197
N 0.960 -0.678 5.406 -0.442
C -0.280 -0.020 5.783 -0.240
C -1.403 -0.961 6.212 -0.245
N -0.867 -1.970 7.204 -0.494
C 0.351 -2.687 6.673 -0.242
C 1.412 -1.631 6.399 -0.231
H 6.567 -1.902 4.158 0.217
H 6.066 -2.858 2.754 0.226
H 4.911 -2.524 4.048 0.200
H 6.147 -0.446 2.160 0.222
H 5.053 -0.049 3.458 0.195
H 5.516 -1.188 0.207 0.247
H -0.182 -1.853 1.083 0.290
H 3.304 -0.600 4.344 0.215
H -0.647 0.584 4.956 0.267
H -0.064 0.661 6.616 0.199
H -1.798 -1.527 5.378 0.256
H -2.207 -0.416 6.703 0.228
H -1.597 -2.636 7.446 0.436
H -0.606 -1.488 8.065 0.421
H 0.053 -3.181 5.750 0.239
H 0.658 -3.427 7.410 0.229
H 2.322 -2.121 6.068 0.252
H 1.642 -1.103 7.336 0.194
C -3.383 0.196 -0.893 -1.081
Sb -1.227 -0.088 -1.118 1.226
C -1.242 -1.314 -2.837 -1.380
C -1.928 -0.746 -4.027 0.225
C -3.327 -0.791 -4.211 -0.303
C -3.911 -0.309 -5.368 -0.166
C -3.105 0.252 -6.348 -0.305
C -1.743 0.294 -6.100 0.038
N -1.161 -0.185 -4.999 -0.481
Si -1.549 -3.102 -2.627 1.693
C -1.302 -3.864 -4.334 -1.116
C -3.261 -3.688 -2.056 -1.133
C -0.396 -4.057 -1.475 -1.108
C -0.758 2.203 -1.248 -1.378
C 0.473 2.273 -2.122 0.233
C 1.367 3.353 -2.177 -0.288
C 2.431 3.316 -3.064 -0.150
C 2.585 2.225 -3.913 -0.275
C 1.656 1.210 -3.803 0.069
N 0.658 1.222 -2.920 -0.499
Si -2.054 3.305 -2.030 1.782
C -3.454 3.723 -0.854 -1.140
C -1.322 4.976 -2.499 -1.135
C -2.676 2.604 -3.633 -1.154
Si -0.342 2.630 0.526 1.789
C 1.357 1.952 0.924 -1.151
C -1.587 1.933 1.754 -1.145
C -0.284 4.465 0.931 -1.142
H -3.817 -0.807 -0.881 0.221
H -3.829 0.760 -1.716 0.212
H -3.608 0.691 0.055 0.203
H -3.940 -1.212 -3.423 0.215
H -4.985 -0.360 -5.503 0.204
H -3.515 0.642 -7.271 0.209
H -1.073 0.730 -6.837 0.181
H -1.996 -3.428 -5.062 0.233
H -1.451 -4.951 -4.330 0.220
H -0.287 -3.657 -4.687 0.228
H -4.036 -3.441 -2.790 0.224
H -3.539 -3.215 -1.105 0.214
H -3.275 -4.775 -1.910 0.220
H 0.653 -3.973 -1.775 0.231
H -0.679 -5.116 -1.518 0.221
H -0.467 -3.727 -0.431 0.215
H 1.214 4.216 -1.539 0.215
H 3.132 4.142 -3.105 0.210
H 3.400 2.159 -4.621 0.224
H 1.687 0.341 -4.457 0.204
H -3.091 4.342 -0.026 0.224
H -3.948 2.847 -0.438 0.240
H -4.205 4.308 -1.397 0.238
H -0.865 5.501 -1.655 0.225
H -2.126 5.608 -2.894 0.233
H -0.566 4.871 -3.284 0.239
H -3.257 1.685 -3.522 0.248
H -1.822 2.366 -4.278 0.254
H -3.296 3.347 -4.146 0.232
H 1.491 0.977 0.447 0.244
H 1.509 1.834 2.005 0.221
H 2.141 2.613 0.538 0.242
H -1.716 0.852 1.647 0.244
H -2.567 2.409 1.631 0.241
H -1.232 2.149 2.772 0.211
H 0.556 4.971 0.444 0.230
H -0.160 4.585 2.014 0.228
H -1.202 4.982 0.641 0.234
```

> The highest molar mass belongs to which entry?

C38H56FN5NaO3SbSi3

What did the first record say?
ORCA calculation (ωB97M-V/def2-TZVPD) on 2 unconnected molecules or ions with the total composition C4H11NO.

Values from the calculation:
Molar mass (g/mol): 89.14
SMILES string: C=C(C)NC.O
Energy relative to the best compared isomer or geometry (same formula, charge and spin) (eV): 1.758
Orbital gap (eV): 9.38

XYZ file:
```
17
Properties=species:S:1:pos:R:3:nbo_charge:R:1
C 0.764 -0.074 1.911 -0.536
C 0.140 1.021 1.436 0.208
C -0.994 1.646 2.237 -0.653
N 0.150 1.469 0.100 -0.602
C 1.328 0.992 -0.682 -0.428
H 0.972 -0.225 2.962 0.211
H 1.549 -0.490 1.282 0.190
H -0.814 2.643 2.625 0.211
H -1.189 0.979 3.076 0.224
H -1.860 1.757 1.579 0.224
H 0.270 2.481 0.111 0.361
H 1.383 1.471 -1.658 0.205
H 1.101 -0.054 -0.856 0.200
H 2.274 1.061 -0.138 0.185
O -1.097 -4.214 -3.921 -0.946
H -1.554 -3.976 -3.104 0.474
H -1.580 -3.880 -4.673 0.472
```

> What is the molar mass in the second record?

878.90 g/mol

> molar mass of number 1 (C4H11NO)?

89.14 g/mol